P) C3H6N | ωB97M-V/def2-TZVPD

The highest occupied orbital energy is -0.623 hartree. As for the frontier orbital gap: 0.4209 Eh.

Geometry as ORCA input:
```
! RIJCOSX wB97M-V def2-TZVPD def2/J DEFGRID3
* xyz 1 1
C 1.297 0.147 0.048
N -0.176 0.118 -0.064
C -1.157 0.908 -0.033
C -1.340 -0.610 0.000
H 1.554 -0.365 0.984
H 1.604 1.173 0.445
H 1.697 -0.218 -0.908
H -1.549 1.887 0.220
H -1.449 -1.117 0.926
H -1.909 -0.950 -0.898
*
```


Q) C3H6N | ωB97M-V/def2-TZVPD

The highest occupied orbital energy is -0.576 hartree. As for the frontier orbital gap: 0.3539 Eh.

Geometry as ORCA input:
```
! RIJCOSX wB97M-V def2-TZVPD def2/J DEFGRID3
* xyz 1 1
C -1.256 0.670 -0.557
C 0.008 0.942 -0.331
N 0.787 0.021 0.510
C 0.633 -1.263 0.493
H -1.804 -0.035 0.059
H -1.939 1.252 -1.159
H 0.682 1.722 -0.654
H 1.780 0.221 0.617
H 1.363 -1.874 1.009
H -0.254 -1.657 0.013
*
```


Of them, the most stable is Q) and the least stable is P).


P) C34H91N13O14 | ωB97M-V/def2-TZVPD

The highest occupied orbital energy is -0.318 hartree. As for the frontier orbital gap: 0.3280 Eh.

Geometry as ORCA input:
```
! RIJCOSX wB97M-V def2-TZVPD def2/J DEFGRID3
* xyz 0 1
C -10.778 2.834 -4.015
O -10.656 3.413 -5.267
C -10.143 2.496 -6.228
C -9.448 3.339 -7.314
N -8.028 3.650 -6.995
C -7.788 4.693 -5.950
C -6.273 4.871 -5.552
O -5.967 6.276 -5.465
C -5.450 6.784 -6.641
H -11.316 1.890 -4.091
H -11.297 3.429 -3.263
H -9.822 2.618 -3.538
H -10.820 1.834 -6.769
H -9.379 1.807 -5.867
H -9.853 4.338 -7.474
H -9.520 2.810 -8.265
H -7.551 3.830 -7.867
H -8.328 4.496 -5.025
H -8.211 5.636 -6.298
H -5.595 4.248 -6.136
H -6.160 4.527 -4.524
H -5.172 7.834 -6.551
H -6.111 6.742 -7.508
H -4.573 6.185 -6.885
C -4.199 4.655 6.966
O -3.356 5.178 6.016
C -2.201 4.409 5.605
C -1.112 4.573 6.695
N 0.029 3.721 6.403
C 1.192 3.933 7.263
C 1.903 5.332 7.204
O 2.107 5.669 5.787
C 3.051 4.946 4.994
H -4.976 5.378 7.214
H -3.707 4.478 7.923
H -4.661 3.722 6.645
H -1.790 4.865 4.704
H -2.412 3.392 5.277
H -1.435 4.339 7.710
H -0.916 5.640 6.795
H 0.384 3.831 5.464
H 1.991 3.265 6.940
H 1.063 3.734 8.326
H 2.800 5.477 7.807
H 1.255 6.098 7.631
H 3.947 4.878 5.611
H 3.352 5.483 4.094
H 2.555 3.983 4.867
C 0.964 1.117 -0.334
O 0.527 -0.199 -0.189
C 1.504 -1.183 -0.040
C 2.027 -1.223 1.439
N 2.802 -2.413 1.653
C 4.183 -2.324 1.098
C 5.037 -1.089 1.353
O 4.963 -0.504 2.669
C 5.276 -1.432 3.786
H 0.139 1.794 -0.554
H 1.576 1.183 -1.234
H 1.536 1.456 0.530
H 2.262 -0.995 -0.801
H 1.133 -2.205 -0.119
H 1.107 -1.347 2.009
H 2.563 -0.324 1.744
H 2.776 -2.636 2.638
H 4.122 -2.505 0.024
H 4.783 -3.154 1.469
H 4.672 -0.298 0.698
H 6.055 -1.338 1.056
H 4.523 -2.196 3.975
H 5.271 -0.831 4.695
H 6.329 -1.714 3.770
C -6.265 0.437 -1.811
O -6.392 -0.591 -2.867
C -5.800 -0.120 -4.041
C -5.774 -1.281 -4.958
N -5.532 -0.908 -6.360
C -4.126 -0.595 -6.573
C -3.778 -0.379 -8.019
O -2.422 -0.338 -8.202
C -1.922 -0.339 -9.549
H -6.867 1.268 -2.181
H -5.255 0.803 -1.625
H -6.641 0.004 -0.884
H -4.786 0.203 -3.807
H -6.463 0.669 -4.399
H -6.704 -1.817 -4.770
H -4.980 -1.955 -4.635
H -6.005 -0.024 -6.481
H -3.540 -1.471 -6.295
H -3.754 0.239 -5.978
H -4.315 0.455 -8.472
H -4.093 -1.228 -8.625
H -1.969 0.653 -9.998
H -2.617 -0.838 -10.224
H -0.888 -0.666 -9.665
C 8.155 -6.298 -1.227
O 7.214 -6.238 -2.292
C 6.411 -7.336 -2.628
C 5.245 -6.900 -3.515
N 5.608 -5.836 -4.529
C 4.291 -5.308 -5.004
C 4.503 -4.111 -5.934
O 5.141 -3.054 -5.109
C 5.102 -1.817 -5.807
H 9.090 -6.812 -1.448
H 7.644 -6.722 -0.362
H 8.459 -5.267 -1.044
H 5.982 -7.857 -1.772
H 7.104 -8.078 -3.024
H 4.355 -6.606 -2.958
H 4.863 -7.747 -4.085
H 5.971 -5.037 -4.030
H 3.568 -4.941 -4.275
H 3.858 -6.163 -5.524
H 3.593 -3.669 -6.340
H 5.077 -4.295 -6.842
H 5.938 -1.184 -5.510
H 4.145 -1.294 -5.797
H 5.254 -1.904 -6.883
N -1.572 -3.637 9.406
C -0.666 -2.869 8.755
N -1.212 -1.713 8.653
O 0.470 -3.123 8.381
H -1.200 -4.515 9.740
H -2.444 -3.332 9.815
H -0.908 -0.952 8.063
H -2.209 -1.669 8.810
N 8.807 -3.941 11.297
C 8.507 -4.558 12.406
N 7.538 -5.435 12.119
O 9.030 -4.271 13.437
H 8.278 -4.152 10.463
H 9.626 -3.353 11.235
H 7.039 -5.987 12.802
H 7.543 -5.704 11.146
N -0.045 8.248 -2.486
C 1.020 8.696 -3.039
N 1.863 9.064 -2.074
O 1.328 8.483 -4.175
H -0.218 8.399 -1.503
H -0.803 8.008 -3.109
H 1.430 9.391 -1.222
H 2.627 9.636 -2.402
N 3.942 -7.502 6.138
C 5.141 -7.968 6.264
N 5.272 -8.957 5.525
O 5.919 -7.599 7.117
H 3.219 -7.818 5.507
H 3.627 -6.805 6.798
H 6.147 -9.458 5.452
H 4.472 -9.513 5.258
*
```


Q) C34H91N13O14 | ωB97M-V/def2-TZVPD

The highest occupied orbital energy is -0.308 hartree. As for the frontier orbital gap: 0.3253 Eh.

Geometry as ORCA input:
```
! RIJCOSX wB97M-V def2-TZVPD def2/J DEFGRID3
* xyz 0 1
C 7.177 -21.747 -1.153
O 6.458 -21.074 -0.167
C 7.190 -20.837 1.022
C 6.283 -20.068 1.934
N 6.970 -19.748 3.182
C 6.320 -18.687 3.974
C 4.872 -19.060 4.371
O 4.918 -20.378 4.982
C 3.636 -20.734 5.528
H 7.604 -22.700 -0.867
H 8.005 -21.173 -1.557
H 6.502 -21.866 -1.985
H 8.085 -20.241 0.809
H 7.524 -21.725 1.570
H 5.324 -20.585 2.105
H 6.131 -19.147 1.362
H 6.902 -20.583 3.796
H 6.302 -17.755 3.416
H 6.877 -18.446 4.872
H 4.267 -19.125 3.465
H 4.300 -18.468 5.103
H 3.740 -21.732 5.840
H 2.837 -20.660 4.777
H 3.489 -20.073 6.377
C 3.462 -26.003 -5.775
O 3.491 -27.193 -5.070
C 2.860 -27.152 -3.788
C 3.025 -28.519 -3.196
N 4.420 -28.815 -3.089
C 4.638 -30.077 -2.403
C 6.083 -30.496 -2.475
O 6.337 -30.812 -3.857
C 7.639 -31.147 -4.165
H 3.793 -26.190 -6.801
H 4.172 -25.229 -5.463
H 2.428 -25.674 -5.865
H 1.800 -26.852 -3.848
H 3.336 -26.433 -3.114
H 2.407 -29.285 -3.700
H 2.691 -28.493 -2.148
H 4.792 -28.682 -4.016
H 4.025 -30.938 -2.768
H 4.355 -29.780 -1.400
H 6.263 -31.388 -1.861
H 6.749 -29.714 -2.074
H 8.054 -31.862 -3.440
H 8.243 -30.220 -4.158
H 7.607 -31.589 -5.176
C 9.079 -23.495 3.920
O 7.814 -24.022 3.588
C 6.736 -23.426 4.225
C 5.914 -24.474 4.963
N 6.624 -25.114 6.048
C 5.836 -26.027 6.854
C 6.620 -26.766 7.828
O 7.069 -25.901 8.840
C 8.221 -26.398 9.433
H 9.182 -23.459 4.998
H 9.214 -22.489 3.551
H 9.807 -24.035 3.297
H 6.086 -23.034 3.422
H 6.999 -22.587 4.875
H 5.737 -25.257 4.227
H 4.976 -24.018 5.339
H 7.070 -24.452 6.671
H 5.361 -26.705 6.142
H 4.997 -25.481 7.303
H 7.510 -27.231 7.357
H 5.931 -27.572 8.194
H 8.146 -27.413 9.827
H 8.413 -25.804 10.322
H 9.081 -26.255 8.821
C 4.654 -21.751 -3.877
O 4.251 -22.042 -2.528
C 3.710 -23.311 -2.383
C 3.047 -23.448 -1.036
N 4.066 -23.480 0.016
C 3.730 -23.685 1.441
C 3.125 -22.502 2.072
O 1.911 -22.220 1.442
C 1.182 -21.250 2.098
H 5.352 -22.458 -4.207
H 4.909 -20.687 -3.928
H 3.832 -21.898 -4.591
H 4.509 -24.043 -2.630
H 2.969 -23.426 -3.191
H 2.440 -24.342 -0.953
H 2.343 -22.597 -0.918
H 4.624 -22.633 -0.087
H 4.555 -24.120 2.010
H 2.951 -24.480 1.468
H 3.812 -21.701 1.915
H 2.964 -22.562 3.127
H 0.278 -21.049 1.514
H 1.678 -20.272 2.162
H 0.900 -21.586 3.087
C 10.276 -27.525 -0.135
O 11.182 -28.181 -1.019
C 10.601 -29.369 -1.669
C 11.618 -29.887 -2.667
N 11.601 -29.021 -3.845
C 12.312 -29.544 -4.985
C 13.668 -30.047 -4.767
O 14.514 -28.942 -4.376
C 15.629 -29.402 -3.577
H 9.399 -27.151 -0.682
H 10.843 -26.735 0.351
H 9.954 -28.151 0.697
H 9.641 -29.135 -2.130
H 10.469 -30.176 -0.930
H 11.200 -30.820 -3.049
H 12.605 -30.043 -2.287
H 12.097 -28.163 -3.574
H 12.288 -28.759 -5.730
H 11.622 -30.282 -5.433
H 13.989 -30.480 -5.719
H 13.693 -30.892 -4.078
H 15.260 -29.934 -2.715
H 16.215 -28.515 -3.394
H 16.139 -30.177 -4.126
N 2.340 -30.033 0.959
C 2.615 -28.685 0.719
N 3.706 -28.239 1.473
O 1.839 -27.976 -0.021
H 3.074 -30.704 1.098
H 1.651 -30.356 0.320
H 4.360 -28.918 1.860
H 4.086 -27.333 1.215
N 9.310 -27.362 4.712
C 8.792 -27.906 3.562
N 7.606 -27.250 3.131
O 9.298 -28.892 2.979
H 8.873 -26.598 5.166
H 10.205 -27.768 4.978
H 7.503 -26.279 3.407
H 7.356 -27.503 2.181
N 7.403 -30.191 0.848
C 6.552 -31.134 1.241
N 7.056 -31.976 2.297
O 5.440 -31.340 0.811
H 7.998 -29.642 1.435
H 6.998 -29.523 0.214
H 6.525 -32.834 2.352
H 7.841 -31.766 2.894
N 6.285 -25.359 0.247
C 6.509 -26.590 -0.379
N 6.503 -26.492 -1.734
O 6.633 -27.673 0.216
H 5.776 -24.600 -0.182
H 6.571 -25.202 1.215
H 6.096 -27.353 -2.101
H 6.390 -25.631 -2.259
*
```


Of them, the most stable is Q) and the least stable is P).


P) CH4N6O | ωB97M-V/def2-TZVPD

The highest occupied orbital energy is -0.343 hartree. As for the frontier orbital gap: 0.3679 Eh.

Geometry as ORCA input:
```
! RIJCOSX wB97M-V def2-TZVPD def2/J DEFGRID3
* xyz 0 1
C -2.052 -0.529 -0.024
N 0.137 3.145 -0.442
N 2.285 -0.973 -0.286
N -0.246 2.185 -0.050
N 1.329 -0.716 -0.827
N 3.385 -1.320 0.088
N -0.427 1.115 0.383
O -1.696 0.680 0.585
H -1.101 -0.693 -0.582
H -2.913 -0.461 -0.661
H -2.172 -1.275 0.732
H 3.470 -1.158 1.084
*
```


Q) CH4N6O | ωB97M-V/def2-TZVPD

The highest occupied orbital energy is -0.357 hartree. As for the frontier orbital gap: 0.3788 Eh.

Geometry as ORCA input:
```
! RIJCOSX wB97M-V def2-TZVPD def2/J DEFGRID3
* xyz 0 1
N -1.058 1.917 0.854
N -0.225 1.123 0.205
N 0.719 1.536 -0.623
N 1.239 0.539 -1.171
N 0.701 -0.601 -0.686
N 1.181 -1.902 -0.886
C -0.286 -0.249 0.155
O -1.078 -1.018 0.750
H -2.039 1.717 0.603
H -1.018 1.750 1.886
H 1.472 -2.284 0.041
H 0.392 -2.528 -1.128
*
```


Of them, the most stable is Q) and the least stable is P).